ORCA calculation (the ωB97M-V functional and the def2-TZVPD basis) on a structure of composition C12H21MgN4O3S.

Values from the calculation:
**Spin multiplicity**: 1
**M**: 325.7 Da
**HOMO-LUMO gap**: 10.4 eV
**HOMO energy**: -13.05 eV
**Net charge**: +1

Each line ends with the natural charge from an NBO analysis.
Atoms and positions in Å:
Mg: -0.06 -0.23 -0.15  1.75
C: -1.36 2.33 0.33  -0.23
C: -2.49 1.39 -0.09  -0.23
N: -2.16 -0.01 0.29  -0.73
C: -2.42 -0.34 1.71  -0.27
C: -1.18 -0.91 2.39  0.25
C: -1.19 -1.82 3.43  -0.24
C: 0.04 -2.25 3.94  -0.11
C: 1.23 -1.77 3.40  -0.24
C: 1.16 -0.87 2.36  0.23
C: 2.35 -0.23 1.67  -0.26
N: 2.06 0.08 0.24  -0.71
C: 2.33 1.49 -0.15  -0.23
C: 1.16 2.40 0.28  -0.23
N: -0.10 1.87 -0.29  -0.73
N: -0.03 -0.45 1.90  -0.62
H: -1.60 3.36 0.09  0.21
H: -1.22 2.27 1.42  0.20
H: -3.43 1.72 0.33  0.21
H: -2.59 1.41 -1.18  0.22
H: -2.65 -0.66 -0.32  0.42
H: -2.69 0.58 2.24  0.22
H: -3.26 -1.02 1.82  0.23
H: -2.12 -2.20 3.83  0.24
H: 0.06 -2.97 4.74  0.24
H: 2.18 -2.12 3.77  0.24
H: 2.59 0.70 2.19  0.22
H: 3.23 -0.87 1.76  0.23
H: 2.58 -0.54 -0.36  0.40
H: 3.26 1.86 0.28  0.21
H: 2.43 1.52 -1.23  0.22
H: 1.06 2.39 1.36  0.20
H: 1.37 3.43 -0.02  0.21
H: -0.13 2.05 -1.29  0.40
C: 0.61 -2.85 -3.04  -0.89
S: -0.37 -1.85 -1.98  2.35
O: -1.76 -2.05 -2.27  -0.95
O: 0.08 -0.43 -2.14  -1.10
O: 0.00 -2.19 -0.57  -1.09
H: 0.00 -3.15 -3.89  0.27
H: 0.93 -3.72 -2.47  0.26
H: 1.47 -2.27 -3.37  0.25

---

ORCA calculation (the ωB97M-V functional and the def2-TZVPD basis) on an isolated molecule of C7H15N at a distorted geometry.

Values from the calculation:
**SMILES**: C=CCCNCCC
**Spin multiplicity**: 1
**M**: 113.2 Da
**HOMO-LUMO gap**: 9.6 eV
**HOMO energy**: -8.46 eV
**Net charge**: 0
**Energy above the lowest of the compared OMol25 structures with the same formula, charge and spin**: 125.24 kJ/mol

Each line ends with the natural charge from an NBO analysis.
Atoms and positions in Å:
C: 3.33 1.24 1.68  -0.40
C: 2.10 1.71 1.54  -0.16
C: 1.32 1.67 0.26  -0.44
C: -0.12 1.14 0.46  -0.20
N: -0.23 -0.22 -0.06  -0.64
C: -1.49 -0.87 0.28  -0.21
C: -1.88 -2.01 -0.65  -0.40
C: -1.55 -1.75 -2.12  -0.62
H: 3.78 0.78 0.81  0.18
H: 3.99 1.26 2.53  0.20
H: 1.55 2.12 2.38  0.19
H: 1.82 1.13 -0.54  0.21
H: 1.23 2.69 -0.06  0.21
H: -0.42 1.10 1.50  0.19
H: -0.79 1.82 -0.10  0.16
H: 0.00 -0.28 -1.04  0.36
H: -1.38 -1.22 1.32  0.19
H: -2.32 -0.15 0.34  0.16
H: -1.49 -2.97 -0.33  0.20
H: -2.96 -2.05 -0.62  0.20
H: -0.50 -1.79 -2.40  0.20
H: -2.02 -2.54 -2.72  0.22
H: -1.97 -0.79 -2.45  0.20

---

ORCA calculation (the ωB97M-V functional and the def2-TZVPD basis) on a structure of composition C5H9N3 at a distorted geometry.

Values from the calculation:
**Spin multiplicity**: 1
**M**: 111.1 Da
**HOMO-LUMO gap (spin up / spin down)**: 6.7 / 6.7 eV
**HOMO energy (spin up / spin down)**: -6.96 / -6.96 eV
**Net charge**: 0
**Energy above the lowest of the compared OMol25 structures with the same formula, charge and spin**: 625.28 kJ/mol

Each line ends with the natural charge from an NBO analysis.
Atoms and positions in Å:
C: -0.20 -1.36 -0.26  -0.29
C: -1.31 0.91 0.34  -0.54
N: -1.24 -0.50 -0.87  -0.14
C: 0.92 -0.43 0.08  0.21
N: -0.86 -0.12 -2.08  -0.66
N: 1.48 0.21 -0.95  -0.71
C: 1.29 -0.19 1.42  -0.09
C: 1.64 -0.02 2.56  -0.15
H: 0.61 0.27 -1.86  0.40
H: -1.57 0.52 -2.44  0.34
H: 2.03 1.03 -0.70  0.38
H: -0.61 -1.84 0.63  0.22
H: 0.11 -2.09 -1.01  0.23
H: -1.40 0.56 1.37  0.20
H: -0.54 1.68 0.23  0.18
H: -2.25 1.28 -0.04  0.20
H: 1.90 0.09 3.58  0.24

---

ORCA calculation (the ωB97M-V functional and the def2-TZVPD basis) on a structure of composition C40H71FIO18P.

Values from the calculation:
**Spin multiplicity**: 1
**M**: 1016.9 Da
**HOMO-LUMO gap**: 9.6 eV
**HOMO energy**: -9.33 eV
**Net charge**: 0

Each line ends with the Löwdin charge.
Atoms and positions in Å:
C: 2.13 0.37 -0.43  -0.12
C: 2.76 1.19 -1.55  -0.26
C: 1.82 2.30 -2.06  -0.22
C: 2.46 3.69 -2.07  -0.22
C: 1.44 4.83 -2.33  -0.19
C: 1.35 5.91 -1.25  -0.21
C: 0.26 5.67 -0.20  -0.20
C: 0.40 4.35 0.59  -0.19
C: -0.79 3.40 0.42  -0.22
C: -1.91 3.70 1.40  -0.20
C: -3.16 2.83 1.18  -0.21
C: -4.38 3.64 0.77  -0.25
C: -5.50 2.82 0.14  -0.32
P: -5.11 1.90 -1.39  0.75
F: -4.07 3.14 -1.93  -0.38
C: -6.24 0.40 -1.02  -0.87
I: -5.33 -0.68 0.61  0.81
C: -6.54 -0.56 -2.19  -0.37
C: -5.86 -0.27 -3.53  -0.14
H: 1.22 -0.14 -0.78  0.08
H: 2.81 -0.40 -0.06  0.06
H: 1.85 1.01 0.41  0.07
H: 3.05 0.53 -2.37  0.10
H: 3.68 1.64 -1.18  0.10
H: 1.47 2.06 -3.07  0.12
H: 0.92 2.34 -1.44  0.08
H: 2.96 3.86 -1.11  0.10
H: 3.24 3.72 -2.83  0.11
H: 1.69 5.31 -3.28  0.10
H: 0.45 4.39 -2.48  0.11
H: 1.14 6.87 -1.73  0.10
H: 2.32 6.03 -0.75  0.11
H: -0.71 5.70 -0.70  0.11
H: 0.25 6.51 0.50  0.10
H: 1.32 3.84 0.30  0.09
H: 0.51 4.58 1.65  0.10
H: -1.18 3.47 -0.60  0.11
H: -0.46 2.36 0.55  0.10
H: -2.18 4.76 1.32  0.11
H: -1.53 3.56 2.42  0.10
H: -3.40 2.27 2.09  0.11
H: -2.94 2.08 0.41  0.08
H: -4.79 4.14 1.66  0.12
H: -4.08 4.44 0.09  0.08
H: -6.31 3.49 -0.18  0.09
H: -5.93 2.14 0.87  0.04
H: -5.92 2.24 -2.48  0.04
H: -4.00 1.05 -1.51  0.03
H: -7.17 0.77 -0.59  0.03
H: -7.63 -0.58 -2.35  0.10
H: -6.28 -1.58 -1.90  0.05
H: -6.15 -1.04 -4.25  0.07
H: -6.14 0.69 -3.96  0.05
H: -4.77 -0.30 -3.45  0.07
C: -5.42 6.01 -2.53  -0.02
C: -5.98 7.34 -2.10  -0.32
C: -6.89 7.31 -0.89  -0.10
O: -7.78 8.40 -1.14  0.06
C: -7.83 8.60 -2.48  -0.57
O: -8.61 9.31 -3.03  0.17
O: -6.87 7.87 -3.10  0.08
H: -6.22 5.31 -2.76  0.09
H: -4.80 6.12 -3.42  0.09
H: -4.80 5.59 -1.74  0.06
H: -5.18 8.08 -1.95  0.16
H: -6.39 7.47 0.06  0.14
H: -7.47 6.38 -0.85  0.13
C: 0.49 3.65 6.14  -0.02
C: 0.50 4.87 5.27  -0.33
C: 0.39 6.21 5.99  -0.09
O: -0.28 7.02 5.02  0.06
C: -1.00 6.21 4.20  -0.56
O: -1.80 6.58 3.41  0.16
O: -0.68 4.92 4.44  0.06
H: -0.42 3.62 6.74  0.09
H: 0.53 2.74 5.53  0.09
H: 1.35 3.65 6.80  0.09
H: 1.36 4.88 4.60  0.16
H: 1.34 6.66 6.24  0.14
H: -0.24 6.12 6.88  0.14
C: 3.17 -4.23 -2.73  -0.01
C: 3.32 -3.55 -1.40  -0.31
C: 4.61 -3.83 -0.65  -0.08
O: 4.19 -3.73 0.72  0.06
C: 2.88 -4.03 0.78  -0.57
O: 2.27 -4.22 1.78  0.14
O: 2.35 -4.07 -0.46  0.08
H: 3.25 -5.31 -2.61  0.09
H: 2.19 -4.01 -3.16  0.09
H: 3.94 -3.90 -3.43  0.10
H: 3.15 -2.47 -1.47  0.14
H: 5.41 -3.12 -0.84  0.12
H: 4.97 -4.84 -0.84  0.14
C: 11.02 -4.84 -0.13  -0.02
C: 10.11 -4.04 -1.02  -0.32
C: 9.21 -3.03 -0.33  -0.09
O: 8.07 -3.00 -1.19  0.05
C: 8.00 -4.19 -1.84  -0.56
O: 7.07 -4.54 -2.48  0.16
O: 9.13 -4.89 -1.65  0.09
H: 10.44 -5.37 0.62  0.09
H: 11.59 -5.56 -0.71  0.09
H: 11.72 -4.17 0.38  0.09
H: 10.67 -3.55 -1.83  0.16
H: 9.63 -2.03 -0.25  0.14
H: 8.90 -3.38 0.66  0.14
C: 0.09 -7.67 -0.65  -0.01
C: -0.27 -6.68 -1.72  -0.32
C: -1.54 -6.96 -2.50  -0.09
O: -1.26 -6.37 -3.78  0.06
C: 0.08 -6.34 -3.94  -0.58
O: 0.64 -6.05 -4.95  0.16
O: 0.70 -6.70 -2.79  0.07
H: 0.19 -8.68 -1.06  0.10
H: 1.04 -7.39 -0.19  0.09
H: -0.67 -7.68 0.13  0.09
H: -0.29 -5.67 -1.32  0.16
H: -2.44 -6.51 -2.09  0.14
H: -1.70 -8.04 -2.64  0.14
C: 1.74 -7.15 3.70  -0.02
C: 0.37 -7.69 4.00  -0.32
C: 0.31 -8.85 4.98  -0.09
O: -0.84 -9.58 4.54  0.06
C: -1.02 -9.31 3.22  -0.57
O: -1.78 -9.89 2.51  0.16
O: -0.21 -8.30 2.83  0.07
H: 2.38 -7.94 3.31  0.09
H: 1.69 -6.34 2.97  0.06
H: 2.18 -6.74 4.61  0.10
H: -0.31 -6.90 4.32  0.16
H: 0.17 -8.56 6.02  0.14
H: 1.19 -9.49 4.89  0.14

---

ORCA calculation (the ωB97M-V functional and the def2-TZVPD basis) on the ion C3H3N2O2 with charge +1 at a distorted geometry.

Values from the calculation:
**SMILES**: O=C=[NH+]CC#[N+][O-]
**Spin multiplicity**: 1
**M**: 99.1 Da
**HOMO-LUMO gap**: 7.8 eV
**HOMO energy**: -14.26 eV
**Net charge**: +1
**Energy above the lowest of the compared OMol25 structures with the same formula, charge and spin**: 435.51 kJ/mol

Each line ends with the natural charge from an NBO analysis.
Atoms and positions in Å:
O: -0.97 2.69 1.16  -0.23
C: -0.43 1.86 0.63  1.00
N: 0.34 1.25 -0.15  -0.63
C: 0.70 -0.29 -0.01  -0.26
C: -0.18 -1.47 -0.06  0.09
N: -1.14 -2.07 -0.41  0.26
O: -1.82 -3.01 -0.67  -0.25
H: 0.90 1.71 -0.87  0.50
H: 1.06 -0.25 1.02  0.25
H: 1.53 -0.41 -0.64  0.26

---

ORCA calculation (the ωB97M-V functional and the def2-TZVPD basis) on a cluster of 3 separate species, C3H12N2O2 in total at a distorted geometry.

Values from the calculation:
**SMILES**: C/C(N)=C/N.O.O
**Spin multiplicity**: 1
**M**: 108.1 Da
**HOMO-LUMO gap**: 8.3 eV
**HOMO energy**: -7.72 eV
**Net charge**: 0
**Energy above the lowest of the compared OMol25 structures with the same formula, charge and spin**: 163.21 kJ/mol

Each line ends with the natural charge from an NBO analysis.
Atoms and positions in Å:
C: 2.39 -0.25 0.77  -0.63
C: 0.96 0.17 0.53  0.10
N: 0.85 1.28 -0.31  -0.84
C: -0.04 -0.38 1.23  -0.10
N: -1.41 -0.36 0.80  -0.85
H: 3.01 0.60 1.02  0.20
H: 2.72 -0.76 -0.12  0.22
H: 2.46 -1.06 1.49  0.23
H: -0.06 1.71 -0.36  0.37
H: 1.59 1.95 -0.17  0.38
H: 0.07 -0.96 2.14  0.20
H: -1.56 0.20 -0.02  0.35
H: -1.71 -1.32 0.66  0.38
O: -4.03 0.84 -0.09  -0.94
H: -3.50 0.96 0.71  0.48
H: -3.49 1.11 -0.83  0.46
O: 0.42 -1.06 -2.75  -0.95
H: 0.72 -0.65 -1.93  0.48
H: 0.60 -2.00 -2.75  0.47

---

ORCA calculation (the ωB97M-V functional and the def2-TZVPD basis) on an isolated molecule of C5H6OS at a distorted geometry.

Values from the calculation:
**SMILES**: S=C/C=C/[C@@H]1CO1
**Spin multiplicity**: 1
**M**: 114.2 Da
**HOMO-LUMO gap**: 8.0 eV
**HOMO energy**: -8.70 eV
**Net charge**: 0
**Energy above the lowest of the compared OMol25 structures with the same formula, charge and spin**: 345.74 kJ/mol

Each line ends with the natural charge from an NBO analysis.
Atoms and positions in Å:
S: -3.28 0.06 0.09  0.03
C: -1.70 0.32 -0.21  -0.28
C: -0.55 -0.63 -0.05  -0.30
C: 0.68 -0.01 -0.08  -0.11
C: 2.08 -0.55 0.22  0.01
C: 3.00 0.64 0.46  -0.11
O: 3.02 -0.16 -0.66  -0.47
H: -1.41 1.35 -0.52  0.19
H: -0.83 -1.55 0.44  0.24
H: 0.92 1.09 -0.52  0.21
H: 2.19 -1.51 0.86  0.20
H: 2.44 1.68 0.48  0.18
H: 4.02 0.58 1.11  0.20

---

ORCA calculation (the ωB97M-V functional and the def2-TZVPD basis) on an isolated molecule of C2H3N5O at a distorted geometry.

Values from the calculation:
**SMILES**: N/N=c1\cnnno1
**Spin multiplicity**: 1
**M**: 113.1 Da
**HOMO-LUMO gap**: 8.1 eV
**HOMO energy**: -8.92 eV
**Net charge**: 0
**Energy above the lowest of the compared OMol25 structures with the same formula, charge and spin**: 656.38 kJ/mol

Each line ends with the natural charge from an NBO analysis.
Atoms and positions in Å:
N: 2.12 -0.09 -0.05  -0.63
N: 1.11 -0.92 0.08  -0.23
C: -0.12 -0.47 -0.08  0.35
C: -0.55 0.94 -0.32  0.00
N: -1.74 1.22 0.07  -0.23
N: -2.78 0.01 0.15  -0.07
N: -2.41 -1.23 -0.08  0.18
O: -1.08 -1.51 -0.12  -0.31
H: 2.10 0.78 0.64  0.34
H: 3.02 -0.48 0.07  0.37
H: 0.32 1.75 -0.35  0.23